Below is 2 unconnected molecules or ions with the total composition C5H14NO2 at a distorted geometry, with properties calculated with ωB97M-V with the def2-TZVPD basis set.

Atoms and positions in Å:
C  -0.419  -0.292  2.144
O  -0.345  -1.594  2.182
C  -0.949  0.315  0.683
C  -0.594  -0.780  -0.406
C  0.923  -1.032  -0.496
C  -1.260  -0.278  -1.686
N  -0.199  1.577  0.354
H  -1.180  -0.038  2.779
H  0.587  0.166  2.509
H  -1.972  0.520  0.541
H  -1.147  -1.635  0.015
H  1.384  -0.426  -1.351
H  1.192  -0.797  0.570
H  0.945  -2.104  -0.602
H  -2.106  0.540  -1.349
H  -1.880  -1.223  -2.057
H  -0.668  0.199  -2.477
H  0.422  1.613  -0.435
H  0.275  1.899  1.251
H  2.452  0.374  -0.561
H  1.826  1.654  -0.733
O  2.713  1.340  -0.875

The energy above the lowest of the compared OMol25 structures with the same formula, charge and spin is 72.9 kcal per mole. As for the HOMO-LUMO gap: 6.432 eV. As for the multiplicity: 1. As for the charge: -1.

Charge distribution, natural (NBO) scheme, values in e: C -0.022; O -0.947; C -0.068; C -0.252; C -0.695; C -0.620; N -0.892; H 0.111; H 0.056; H 0.155; H 0.245; H 0.183; H 0.273; H 0.228; H 0.198; H 0.196; H 0.196; H 0.310; H 0.364; H 0.491; H 0.443; O -0.953